# 1
The following is a quantum chemistry calculation of a single C3H7NO2 molecule, from OMol25.

The geometry in ORCA input format:
```
! RIJCOSX wB97M-V def2-TZVPD def2/J DEFGRID3
* xyz 0 1
C 0.83408 1.11927 0.07140
C 0.44321 -0.35229 0.14103
O 1.22290 -1.04099 -0.79262
O 0.69202 -0.79371 1.44403
H 0.90420 -1.95043 -0.85798
H 0.26776 1.68741 0.80260
H 1.89070 1.18145 0.30937
H 0.66945 1.49857 -0.93222
C -1.82526 0.11809 -0.43769
N -0.93406 -0.70804 -0.14682
H 0.34436 -1.68921 1.54434
H -1.69179 1.19749 -0.51446
H -2.81756 -0.26760 -0.63098
*
```

For the orbital gap, the calculation gives 11.022 eV. The value obtained for the energy above the lowest of the compared OMol25 structures with the same formula, charge and spin is 34.5 kcal/mol. The calculation puts the electronic energy at -323.72601 hartree. The structure (SMILES) is C=NC(C)(O)O.



# 2
The following is a quantum chemistry calculation of a 2-piece molecular cluster, C3H7NO2 overall, from OMol25.

The geometry in ORCA input format:
```
! RIJCOSX wB97M-V def2-TZVPD def2/J DEFGRID3
* xyz 0 1
O -0.39947 -0.09386 1.18324
C -1.15476 -0.43286 0.01821
C -0.71303 0.64256 -0.96428
N 0.67203 0.88405 -0.57077
C 0.69445 0.65000 0.82645
O 1.49776 1.03091 1.62439
H 1.26470 -1.63549 0.97102
H -2.20836 -0.40785 0.29872
H -0.88549 -1.43774 -0.33835
H -1.26911 1.56571 -0.77130
H -0.81032 0.36765 -2.01388
H 1.35280 0.30438 -1.05603
H 1.95878 -1.43745 0.79256
*
```

For the orbital gap, the calculation gives 11.224 eV. The value obtained for the energy above the lowest of the compared OMol25 structures with the same formula, charge and spin is 42.8 kcal/mol. The calculation puts the electronic energy at -323.71274 hartree. The structure (SMILES) is O=C1NCCO1.[H][H].



# 3
The following is a quantum chemistry calculation of a single C3H7NO2 molecule, from OMol25.

The geometry in ORCA input format:
```
! RIJCOSX wB97M-V def2-TZVPD def2/J DEFGRID3
* xyz 0 1
C -0.00861 1.75069 -1.19576
N 1.26552 0.97878 0.78323
C 0.43288 0.11729 0.36514
O -0.28419 0.39066 -0.73586
O 0.22968 -1.07099 0.97355
C -0.71777 -2.06674 0.58536
H 1.05170 2.01186 -1.15856
H -0.51670 2.45924 -0.53657
H -0.37900 1.78607 -2.21447
H 1.78774 0.68908 1.59313
H -1.74724 -1.70178 0.64489
H -0.60104 -2.88314 1.30948
H -0.51297 -2.46102 -0.41358
*
```

For the orbital gap, the calculation gives 10.574 eV. The value obtained for the energy above the lowest of the compared OMol25 structures with the same formula, charge and spin is 42.7 kcal/mol. The calculation puts the electronic energy at -323.71289 hartree. The structure (SMILES) is COC(=N)OC.